[1]
{
  "formula": "C18H8Cl5N3O6PtSe",
  "method": "ωB97M-V/def2-TZVPD",
  "elements": ["Pt", "O", "C", "O", "C", "C", "C", "C", "C", "C", "N", "O", "O", "H", "H", "H", "H", "O", "C", "C", "C", "C", "O", "N", "H", "H", "H", "H", "Cl", "C", "C", "C", "Cl", "C", "Cl", "C", "Cl", "C", "Cl", "Se", "C", "N"],
  "coordinates": [[-0.407, -0.439, -0.155], [-0.588, 0.820, -4.183], [-0.171, 0.542, -3.065], [-0.922, 0.033, -2.163], [1.282, 0.844, -2.732], [1.842, 0.580, -1.481], [3.148, 0.948, -1.197], [3.919, 1.562, -2.158], [3.386, 1.799, -3.435], [2.061, 1.444, -3.707], [4.184, 2.401, -4.413], [3.704, 2.601, -5.548], [5.362, 2.720, -4.119], [1.263, 0.053, -0.682], [3.545, 0.760, -0.212], [4.934, 1.868, -1.960], [1.634, 1.644, -4.679], [2.194, 0.251, 1.908], [1.352, -0.465, 2.410], [1.374, -0.955, 3.864], [0.263, -1.993, 3.910], [-0.448, -1.822, 2.561], [-1.468, -2.383, 2.225], [0.249, -0.947, 1.794], [1.161, -0.094, 4.503], [2.363, -1.332, 4.128], [-0.450, -1.837, 4.720], [0.642, -3.015, 3.981], [-0.997, 1.906, 1.948], [-2.438, 1.084, 1.465], [-2.319, 0.079, 0.513], [-3.492, -0.512, 0.055], [-3.377, -1.770, -1.094], [-4.739, -0.082, 0.509], [-6.178, -0.704, -0.178], [-4.822, 0.882, 1.509], [-6.354, 1.374, 2.120], [-3.662, 1.460, 2.008], [-3.748, 2.636, 3.260], [0.101, -2.973, -0.887], [-1.279, -4.084, -0.701], [-2.108, -4.887, -0.644]],
  "forces_ev_per_a": [[-1.5, -1.3, 0.1], [0.3, 0.2, -0.3], [-0.4, -0.1, 0.1], [0.1, -0.2, 1.4], [0.0, -0.1, 0.4], [-0.2, 0.0, -0.3], [0.0, 0.0, 0.1], [0.2, 0.2, -0.6], [-1.4, -1.1, 1.9], [0.5, 0.3, -0.3], [1.8, 1.4, -2.3], [0.8, -0.3, 1.7], [-1.7, -0.5, -0.5], [1.0, 0.5, -0.4], [0.0, 0.0, 0.1], [0.0, 0.0, 0.1], [-0.1, 0.0, 0.0], [0.4, 0.3, -0.1], [-0.1, -0.2, 0.3], [0.0, 0.0, -0.1], [-0.1, 0.0, 0.0], [-0.5, -0.5, 0.3], [0.0, 0.0, 0.4], [-0.7, 0.7, -1.8], [0.0, 0.0, -0.1], [0.0, 0.0, -0.1], [0.0, -0.1, -0.1], [-0.1, 0.0, 0.0], [0.0, 0.5, 0.4], [-0.2, -0.2, -0.1], [1.0, 0.7, 0.1], [0.2, 0.3, 0.1], [-0.3, -0.2, -0.2], [0.4, 0.1, 0.1], [-0.4, -0.3, -0.1], [0.2, 0.0, 0.0], [-0.3, 0.1, 0.1], [0.1, -0.1, -0.2], [-0.1, 0.3, 0.2], [1.8, 0.3, -0.5], [-0.5, -0.2, 0.2], [-0.5, -0.4, 0.0]],
  "total_charge": -2,
  "de_lowest_kj_mol": 204.5,
  "lumo_energy_ev": 3.341
}

[2]
{
  "formula": "C18H9Cl5N3OSSc",
  "method": "ωB97M-V/def2-TZVPD",
  "elements": ["Sc", "Cl", "C", "C", "Cl", "C", "Cl", "C", "O", "C", "Cl", "C", "Cl", "N", "C", "C", "C", "C", "C", "C", "S", "N", "C", "C", "C", "C", "C", "C", "N", "H", "H", "H", "H", "H", "H", "H", "H", "H"],
  "coordinates": [[2.492, -15.299, 5.124], [0.600, -10.206, 9.492], [1.115, -11.676, 8.802], [1.981, -11.757, 7.690], [2.347, -10.352, 6.791], [2.333, -13.017, 7.208], [3.391, -13.024, 5.662], [1.670, -14.175, 7.606], [1.822, -15.368, 7.015], [0.922, -14.116, 8.826], [0.612, -15.644, 9.497], [0.683, -12.898, 9.397], [0.087, -12.953, 10.972], [3.968, -18.884, 3.515], [5.078, -19.384, 4.167], [6.029, -20.063, 3.382], [7.300, -20.245, 3.869], [7.601, -19.779, 5.178], [6.652, -19.139, 5.981], [5.352, -18.936, 5.450], [4.291, -17.867, 6.332], [3.400, -17.144, 4.996], [3.149, -17.870, 3.919], [1.985, -17.442, 3.107], [1.474, -18.209, 2.041], [0.452, -17.645, 1.260], [-0.101, -16.402, 1.611], [0.405, -15.717, 2.695], [1.393, -16.203, 3.479], [3.800, -19.175, 2.557], [5.772, -20.265, 2.362], [8.146, -20.570, 3.257], [8.606, -19.847, 5.556], [6.842, -18.697, 6.955], [1.761, -19.243, 1.943], [0.116, -18.191, 0.347], [-0.851, -15.859, 1.011], [0.086, -14.679, 2.873]],
  "forces_ev_per_a": [[-0.7, -0.2, 2.3], [0.2, 0.0, -0.2], [0.5, -1.0, -0.4], [-1.2, 0.6, 0.7], [0.3, 0.2, 0.2], [-0.6, 0.0, -0.8], [-0.6, -0.2, 1.0], [0.3, -0.2, 0.8], [1.1, 0.4, -2.4], [1.3, -0.3, -2.1], [-0.5, 0.0, 0.4], [0.6, 0.5, 0.5], [-0.6, 0.5, 0.6], [-3.7, 1.4, -0.9], [1.5, 0.1, 0.5], [-0.3, 0.7, 0.6], [0.8, 0.7, 1.3], [-0.5, 0.0, -0.1], [-1.0, -0.1, -1.1], [1.9, -0.1, -0.3], [-0.8, 0.2, 0.1], [0.1, -0.6, 0.3], [1.7, -0.8, 0.1], [-1.6, 0.8, -0.8], [-0.2, 1.4, 1.4], [-0.5, 0.0, -0.5], [0.2, -0.2, -1.0], [0.7, 0.2, 0.5], [1.0, -1.7, -1.5], [0.1, -0.3, 0.3], [0.0, -0.3, -0.4], [-0.6, -0.3, 0.1], [0.2, -0.2, 0.0], [0.4, -0.3, -0.1], [0.3, 0.0, -0.4], [0.1, 0.5, 1.0], [0.4, -0.8, 0.2], [-0.1, -0.7, 0.3]],
  "total_charge": 2,
  "de_lowest_kj_mol": 43.6,
  "lumo_energy_ev": -8.171
}

[3]
{
  "formula": "C19H10BCo2F3O7",
  "method": "ωB97M-V/def2-TZVPD",
  "elements": ["F", "B", "F", "F", "C", "C", "O", "C", "C", "H", "H", "H", "O", "C", "Co", "C", "O", "C", "O", "C", "C", "C", "C", "C", "C", "C", "C", "C", "Co", "C", "O", "C", "O", "C", "O", "H", "H", "H", "H", "H", "H", "H"],
  "coordinates": [[0.459, -2.432, 4.433], [0.849, -1.598, 3.404], [1.313, -0.354, 3.815], [1.625, -2.214, 2.422], [-0.536, -1.308, 2.536], [-0.724, -0.199, 1.733], [-1.863, -0.340, 0.982], [-2.475, -1.498, 1.400], [-1.690, -2.143, 2.328], [-0.164, 0.720, 1.746], [-3.441, -1.764, 0.983], [-1.897, -3.091, 2.812], [-2.495, 3.864, -3.590], [-2.162, 2.974, -2.936], [-1.728, 1.620, -1.852], [-2.289, 2.310, -0.339], [-2.612, 2.758, 0.677], [-3.079, 0.341, -1.808], [-4.148, 0.037, -1.451], [-0.190, 0.692, -2.306], [-0.149, 1.256, -1.060], [0.561, 1.604, 0.050], [1.931, 1.189, 0.365], [2.809, 2.081, 1.035], [3.941, 1.604, 1.688], [4.270, 0.239, 1.611], [3.486, -0.616, 0.822], [2.365, -0.132, 0.138], [-1.486, -0.754, -2.880], [-2.739, -1.129, -4.081], [-3.548, -1.386, -4.861], [-1.493, -2.052, -1.685], [-1.418, -2.942, -0.949], [-0.293, -1.475, -3.943], [0.490, -1.959, -4.638], [0.649, 0.826, -3.006], [0.166, 2.443, 0.648], [2.506, 3.128, 1.104], [4.550, 2.288, 2.274], [5.129, -0.138, 2.158], [3.745, -1.677, 0.751], [1.777, -0.774, -0.530]],
  "forces_ev_per_a": [[0.8, -0.4, 0.7], [-2.7, 0.3, -1.0], [0.9, 0.2, 0.3], [1.3, -0.4, 0.2], [0.1, 0.3, -0.2], [-0.3, -1.6, 0.5], [-1.2, 0.3, 0.0], [1.0, -0.3, 0.7], [-0.1, 1.1, -0.6], [-0.6, 0.1, 0.1], [0.3, 0.3, -0.2], [0.0, 0.3, -0.1], [1.1, -1.8, 1.6], [-2.0, 1.6, -2.5], [-1.6, 0.3, 1.1], [-1.1, 1.7, 3.0], [0.8, -1.1, -2.4], [-1.4, -1.0, -0.3], [1.9, 0.7, -0.5], [2.8, -1.1, -0.2], [-0.9, -1.9, -1.6], [2.6, 0.8, 0.9], [-0.2, 0.3, -0.3], [-0.5, -0.3, 0.9], [-0.2, 0.0, -0.5], [-0.7, 0.4, -0.3], [0.0, 0.0, -0.5], [0.3, -0.3, 0.1], [-0.6, 1.9, 0.4], [-2.3, -0.3, -2.2], [1.6, 0.4, 1.6], [0.6, -2.7, 3.4], [-0.3, 2.1, -2.1], [2.2, -0.6, -1.9], [-1.7, 0.9, 1.6], [-0.3, 0.0, 0.3], [0.3, -0.4, -0.2], [0.2, -0.3, 0.2], [-0.1, -0.1, -0.2], [-0.2, 0.0, -0.1], [-0.1, 0.5, 0.0], [0.1, 0.1, 0.6]],
  "total_charge": 0,
  "de_lowest_kj_mol": 61.7,
  "lumo_energy_ev": -4.020
}

Number 1: E_tot -6128.20840 Ha, frontier orbital gap 4.9 eV. Number 2: E_tot -4390.21259 Ha, frontier orbital gap 5.6 eV. Number 3: E_tot -4346.62900 Ha, frontier orbital gap 4.1 eV.